1.
Molecular formula: C24H28BrHgN6O6
Method: DFT, the ωB97M-V functional and the def2-TZVPD basis

Structure (XYZ):
```
66
Properties=species:S:1:pos:R:3:lowdin_spin:R:1
Hg -0.2982 1.0405 -0.7492 0.02
O -2.1459 -2.1329 -3.7041 0.00
C -1.1938 -2.7780 -4.3035 0.00
C -1.4426 -3.6502 -5.3921 0.00
C -0.4196 -4.3376 -6.0218 0.00
C 0.9025 -4.1957 -5.6100 0.00
C 1.1716 -3.3397 -4.5460 0.00
C 0.1663 -2.6419 -3.9006 0.00
C 0.4534 -1.7333 -2.7365 0.00
O -0.2026 -0.4819 -2.9052 0.01
N 0.1004 -2.4513 -1.5012 0.00
N -0.3648 -1.6757 -0.4446 0.00
C -1.8077 -1.4755 -0.2813 0.02
C -2.0948 -1.7626 1.2033 0.01
Br -2.0056 -3.5993 1.6978 0.01
C -2.2991 -0.8243 2.1124 0.00
C -2.4028 -1.0041 3.5689 0.00
C -3.5480 -0.6102 4.2560 0.00
C -3.6328 -0.7548 5.6341 0.00
C -2.5639 -1.2821 6.3445 0.00
C -1.4100 -1.6584 5.6669 0.00
C -1.3279 -1.5200 4.2914 0.00
H -1.1264 -0.7161 -3.1590 0.00
H -2.4714 -3.7641 -5.7154 0.00
H -0.6599 -4.9980 -6.8502 0.00
H 1.7018 -4.7371 -6.1017 0.00
H 2.1925 -3.2043 -4.2002 0.00
H 1.5128 -1.4650 -2.6933 0.00
H -0.5480 -3.2050 -1.6956 0.00
H -2.4070 -2.2202 -2.0098 0.00
H -2.3649 0.1899 1.7254 0.00
H -4.3804 -0.1942 3.7002 0.00
H -4.5344 -0.4515 6.1534 0.00
H -2.6254 -1.3922 7.4207 0.00
H -0.5663 -2.0574 6.2173 0.00
H -0.4282 -1.7948 3.7530 0.00
C -4.6484 2.5572 -1.4089 0.00
C -3.3582 1.8615 -1.0600 0.07
N -2.2160 2.5152 -0.9969 0.30
O -2.2376 3.8851 -1.2165 0.08
C -3.3041 0.4596 -0.8142 0.24
C -4.5660 -0.3575 -0.8630 0.04
N -2.1073 -0.0925 -0.5639 0.18
O -2.5536 -2.3771 -1.0359 0.01
H -4.4369 3.5872 -1.6855 0.00
H -5.3482 2.5679 -0.5680 0.00
H -5.1471 2.0648 -2.2469 0.00
H -1.2736 4.0764 -1.1047 0.00
H -5.4414 0.2702 -0.6943 0.00
H -4.5508 -1.1446 -0.1091 0.00
H -4.6778 -0.8582 -1.8303 0.01
C 3.7126 0.8886 1.2781 0.00
C 2.3052 1.2486 0.9036 0.00
N 1.3374 0.3819 0.9725 0.00
O 1.5586 -0.8522 1.3304 0.00
C 1.9738 2.5955 0.4022 0.00
C 2.7092 3.8073 0.8861 0.00
N 1.0005 2.7511 -0.4373 0.00
O 0.5813 3.9511 -0.7910 0.00
H 3.8424 -0.1779 1.0856 0.00
H 3.9197 1.0505 2.3423 0.00
H 4.4374 1.4689 0.7024 0.00
H 0.2813 -1.6625 0.3720 0.00
H 3.2895 3.5897 1.7829 0.00
H 1.9889 4.6027 1.0861 0.00
H 3.3802 4.1919 0.1107 0.00
```

## Properties
Net charge: -2
Largest force on an atom: 0.012 hartree/bohr
Electronic energy: -4438.59719 Eh
Frontier orbital gap (alpha / beta): 4.791 / 5.983 eV
2S+1: 2
LUMO (alpha / beta): 4.36 / 4.36 eV


2.
Molecular formula: C24H28BrNO4
Method: DFT, the ωB97M-V functional and the def2-TZVPD basis

Structure (XYZ):
```
58
Properties=species:S:1:pos:R:3:nbo_charge:R:1
C -4.3348 -1.5647 -0.5573 -0.62
C -3.1257 -0.6901 -0.8377 -0.06
O -2.4259 -0.5033 0.3819 -0.55
C -1.3285 0.3464 0.3081 0.39
O -0.3241 -0.1459 -0.5527 -0.54
C 0.5110 -1.0989 -0.0162 0.19
C 1.5353 -1.6155 -0.9745 0.63
O 2.4032 -2.3965 -0.6336 -0.62
N 1.4180 -1.1091 -2.2207 -0.60
C 2.4968 -1.1519 -3.1767 -0.27
C 3.1025 0.2135 -3.3998 0.05
C 3.0711 1.1781 -2.4007 -0.25
C 3.6162 2.4327 -2.6094 -0.19
C 4.2113 2.7324 -3.8228 -0.22
C 4.2582 1.7739 -4.8213 -0.20
C 3.7024 0.5240 -4.6133 -0.24
C 0.5210 -1.4562 1.2681 -0.22
C -0.3687 -0.8147 2.2870 -0.28
C -1.5525 -1.6790 2.6666 0.00
C -1.8176 -2.8801 2.0223 -0.14
C -2.9182 -3.6424 2.3680 -0.26
C -3.7591 -3.1972 3.3713 -0.08
Br -5.2933 -4.2285 3.8367 0.04
C -3.5047 -2.0158 4.0444 -0.24
C -2.3982 -1.2675 3.6900 -0.20
C -0.8080 0.5604 1.7354 -0.23
C 0.3692 1.5431 1.7820 -0.40
C 0.0550 2.9372 1.2390 -0.43
C 1.2295 3.9034 1.4350 -0.05
O 2.3325 3.6106 0.6134 -0.72
H -4.9021 -1.7155 -1.4711 0.21
H -4.9693 -1.0911 0.1865 0.21
H -4.0119 -2.5268 -0.1704 0.22
H -2.4677 -1.1668 -1.5767 0.17
H -3.4343 0.2901 -1.2329 0.16
H -1.6285 1.3013 -0.1597 0.17
H 0.6952 -0.4206 -2.3727 0.41
H 2.1367 -1.5620 -4.1264 0.20
H 3.2470 -1.8371 -2.7656 0.25
H 2.6157 0.9479 -1.4482 0.21
H 3.5682 3.1732 -1.8248 0.23
H 4.6374 3.7103 -3.9902 0.21
H 4.7234 2.0022 -5.7690 0.21
H 3.7345 -0.2190 -5.3975 0.21
H 1.2233 -2.2120 1.5801 0.25
H 0.2156 -0.6439 3.2005 0.23
H -1.1654 -3.2209 1.2329 0.22
H -3.1226 -4.5729 1.8601 0.23
H -4.1625 -1.6859 4.8340 0.23
H -2.1952 -0.3490 4.2217 0.21
H -1.6428 0.9524 2.3207 0.23
H 0.6839 1.6376 2.8254 0.21
H 1.2033 1.1126 1.2221 0.20
H -0.8194 3.3429 1.7506 0.20
H -0.1602 2.8882 0.1709 0.21
H 0.9240 4.9135 1.1525 0.18
H 1.5291 3.9153 2.4932 0.15
H 2.6706 2.7377 0.8419 0.46
```

## Properties
Largest force on an atom: 0.019 hartree/bohr
Electronic energy: -3861.08019 Eh
SMILES: CCO[C@@H]1OC(C(=O)NCc2ccccc2)=C[C@H](c2ccc(Br)cc2)[C@H]1CCCO
Frontier orbital gap: 9.398 eV
Relative energy (zero: lowest compared OMol25 entry of this formula, charge and spin): 0.027 eV
LUMO: 0.61 eV


3.
Molecular formula: C24H28CaN5OS4
Method: DFT, the ωB97M-V functional and the def2-TZVPD basis

Structure (XYZ):
```
63
Properties=species:S:1:pos:R:3:nbo_charge:R:1
Ca 0.8047 0.4085 1.5567 1.69
S -1.3034 1.8637 2.4613 -0.65
C -0.8907 1.4048 4.1332 -0.23
C -1.0008 2.3884 5.1264 -0.23
C -0.7000 2.1334 6.4538 -0.25
C -0.2699 0.8628 6.8217 -0.25
C -0.1537 -0.1242 5.8570 -0.27
C -0.4615 0.1029 4.5063 -0.06
S -0.2973 -1.2760 3.3813 -0.65
H -1.3320 3.3741 4.8240 0.21
H -0.7965 2.9206 7.1926 0.19
H -0.0239 0.6399 7.8539 0.19
H 0.1807 -1.1162 6.1343 0.21
N 1.5498 -1.8155 -0.9079 -0.86
C 1.2486 -2.2645 -2.1908 0.28
C 0.8430 -3.5512 -2.4467 -0.31
C 0.4341 -3.9394 -3.7397 -0.18
C 0.4208 -3.0510 -4.7754 -0.24
C 0.8427 -1.7176 -4.5512 -0.08
C 0.8637 -0.7300 -5.5626 -0.15
C 1.2930 0.5294 -5.2661 -0.26
C 1.7236 0.8100 -3.9495 0.05
N 1.7179 -0.0709 -2.9867 -0.39
C 1.2687 -1.3206 -3.2644 0.09
H 1.8345 -2.5414 -0.2670 0.39
H 2.1905 -1.0230 -0.8855 0.43
H 0.8231 -4.2743 -1.6395 0.21
H 0.1203 -4.9636 -3.9002 0.21
H 0.0977 -3.3463 -5.7667 0.20
H 0.5395 -0.9914 -6.5636 0.21
H 1.3206 1.3082 -6.0172 0.21
H 2.0912 1.8008 -3.6991 0.19
C -3.5998 -0.1986 -0.4037 -0.41
C -2.4113 -0.9080 0.2173 -0.23
N -1.1949 -0.3617 -0.3805 -0.68
C -1.0023 0.9898 -0.5616 0.64
N 0.2203 1.4295 -0.5689 -0.69
C 0.4718 2.8280 -0.8643 -0.22
C -0.6816 3.4999 -1.5902 -0.42
C -1.9672 3.1792 -0.8588 -0.21
N -2.1337 1.7343 -0.8035 -0.46
C -3.4195 1.2981 -0.2612 -0.21
H -4.5206 -0.4987 0.0994 0.21
H -3.6819 -0.4639 -1.4616 0.20
H -2.4381 -1.9754 -0.0008 0.20
H -2.4014 -0.7758 1.3023 0.24
H -0.3733 -0.9511 -0.4898 0.43
H 1.3863 2.8911 -1.4599 0.19
H 0.6659 3.3635 0.0726 0.20
H -0.7450 3.1209 -2.6146 0.20
H -0.5354 4.5806 -1.6387 0.21
H -2.8298 3.5829 -1.3936 0.19
H -1.9582 3.6009 0.1535 0.21
H -4.1972 1.8281 -0.8161 0.19
H -3.4837 1.5864 0.7933 0.22
C 2.6507 -2.8319 2.3799 -0.27
O 2.6324 -1.5417 1.7595 -0.60
C 3.8199 -0.9366 1.4282 -0.01
S 5.2585 -1.7361 1.5607 -0.22
S 3.5453 0.6518 0.8638 -0.40
H 1.6141 -3.0448 2.6222 0.22
H 3.2460 -2.8029 3.2898 0.20
H 3.0850 -3.5682 1.7022 0.18
```

## Properties
Net charge: -1
Largest force on an atom: 0.010 hartree/bohr
Electronic energy: -3550.98195 Eh
Frontier orbital gap: 6.080 eV
Relative energy (zero: lowest compared OMol25 entry of this formula, charge and spin): 0.603 eV
LUMO: 2.22 eV